[1]
Molecular formula: C35H32BCeN6O2
Method: DFT, the ωB97M-V functional and the def2-TZVPD basis

Computed properties:
- spin multiplicity = 2
- highest occupied orbital energy (spin up / spin down) (eV) = -12.93 / -12.93
- energy above the lowest of the compared OMol25 structures with the same formula, charge and spin (kcal/mol) = 6.12
- HOMO-LUMO gap (spin up / spin down) (eV) = 6.06 / 6.05
- total charge = +2

CARTESIAN COORDINATES (ANGSTROEM)
Ce 1.63 1.78 -1.42
C 4.42 1.03 2.44
C 3.94 1.20 1.15
N 2.64 1.43 0.92
C 1.81 1.47 1.97
C 2.34 1.39 3.26
N 3.62 1.16 3.49
C 0.36 1.57 1.70
C -0.56 1.15 2.65
C -1.93 1.22 2.39
C -2.28 1.69 1.13
C -1.32 2.08 0.22
N 0.00 2.05 0.50
C -1.70 2.53 -1.14
C -2.99 2.95 -1.47
N -3.33 3.24 -2.71
C -2.41 3.15 -3.66
C -1.10 2.82 -3.34
N -0.75 2.50 -2.09
C -2.93 0.80 3.39
C -2.57 0.36 4.66
C -3.55 -0.03 5.56
N -4.85 -0.01 5.27
C -5.21 0.41 4.06
C -4.30 0.82 3.10
H 5.46 0.80 2.63
H 4.59 1.16 0.29
H 1.72 1.53 4.14
H -0.20 0.72 3.57
H -3.32 1.72 0.84
H -3.76 3.07 -0.73
H -2.71 3.36 -4.68
H -0.33 2.79 -4.10
H -1.54 0.33 4.99
H -3.29 -0.37 6.55
H -6.27 0.42 3.85
H -4.69 1.15 2.14
C 4.60 3.90 -2.72
C 3.37 4.15 -1.89
C 2.16 4.53 -2.49
C 1.07 4.92 -1.72
C 1.15 4.90 -0.33
C 2.34 4.52 0.28
C 3.44 4.15 -0.49
H 5.12 4.85 -2.89
H 4.36 3.49 -3.70
H 5.30 3.23 -2.22
H 2.13 4.65 -3.57
H 0.19 5.32 -2.20
H 0.33 5.27 0.27
H 2.44 4.59 1.36
H 4.39 3.97 -0.01
C -0.31 -6.81 0.18
C -0.53 -6.19 -1.21
C -1.97 -6.44 -1.68
C 0.42 -6.88 -2.19
C -0.28 -4.69 -1.13
C -1.06 -3.90 -0.26
C -0.90 -2.53 -0.13
C 0.09 -1.95 -0.90
O 0.48 -0.63 -1.00
B 1.56 -0.60 -1.97
O 1.76 -1.88 -2.41
C 0.86 -2.71 -1.76
C 0.70 -4.07 -1.90
H -0.48 -7.88 0.14
H -1.00 -6.39 0.93
H 0.71 -6.63 0.52
H -2.15 -7.51 -1.76
H -2.14 -5.98 -2.65
H -2.71 -6.03 -0.98
H 0.20 -7.95 -2.18
H 1.46 -6.76 -1.90
H 0.28 -6.52 -3.21
H -1.84 -4.38 0.32
H -1.52 -1.95 0.54
H 1.32 -4.62 -2.59

=====

[2]
Molecular formula: C35H32BrKN7O6S
Method: DFT, the ωB97M-V functional and the def2-TZVPD basis

Computed properties:
- highest occupied orbital energy (eV) = -4.54
- energy above the lowest of the compared OMol25 structures with the same formula, charge and spin (kcal/mol) = 19.77
- HOMO-LUMO gap (eV) = 5.92
- total charge = -1

CARTESIAN COORDINATES (ANGSTROEM)
K 0.55 -0.14 -0.42
C -3.10 3.83 0.96
C -1.86 2.96 0.88
N -1.88 1.78 0.39
N -3.04 1.26 0.02
C -3.22 0.14 -0.74
N -4.55 -0.26 -0.78
S -2.09 -0.64 -1.62
C -0.62 3.55 1.38
C -0.65 4.40 2.49
C 0.51 5.05 2.87
C 1.65 4.86 2.12
C 1.59 3.98 1.05
N 0.50 3.32 0.71
H -3.57 3.88 -0.02
H -3.82 3.43 1.69
H -2.84 4.84 1.26
H -3.90 1.78 0.24
H -5.08 -0.15 0.08
H -4.65 -1.16 -1.22
H -1.56 4.54 3.06
H 0.51 5.71 3.73
H 2.57 5.38 2.36
H 2.46 3.78 0.44
O 4.11 -0.96 -1.03
C 2.96 -0.98 -1.50
O 2.02 -1.72 -1.16
C 2.67 0.03 -2.61
C 3.56 0.18 -3.66
C 3.27 1.12 -4.64
C 2.14 1.90 -4.51
C 1.32 1.70 -3.40
N 1.57 0.77 -2.50
C 0.05 2.60 -3.20
O 0.00 3.58 -3.97
O -0.73 2.25 -2.32
H 4.44 -0.43 -3.71
H 3.93 1.25 -5.49
H 1.88 2.67 -5.22
C 6.00 2.22 -0.99
C 5.08 1.68 0.05
C 5.56 1.13 1.24
C 4.67 0.62 2.17
C 3.32 0.68 1.84
Br 2.02 0.06 3.07
N 2.85 1.19 0.74
C 3.70 1.68 -0.14
H 6.93 2.57 -0.55
H 5.53 3.02 -1.55
H 6.23 1.42 -1.70
H 6.62 1.09 1.43
H 5.00 0.19 3.10
H 3.26 2.08 -1.04
C 1.31 -5.01 -1.01
O 0.09 -5.08 -0.29
C -1.01 -4.54 -0.88
C -1.14 -4.26 -2.23
C -2.35 -3.81 -2.74
C -3.43 -3.59 -1.90
C -3.30 -3.83 -0.55
C -2.11 -4.32 -0.02
N -2.03 -4.76 1.30
C -2.73 -4.29 2.35
C -3.10 -2.98 2.58
C -4.09 -2.67 3.55
C -4.31 -1.40 3.98
C -3.49 -0.35 3.51
C -2.52 -0.59 2.60
C -2.30 -1.89 2.00
O -1.43 -2.07 1.15
H 1.28 -5.64 -1.91
H 2.08 -5.39 -0.34
H 1.55 -3.97 -1.27
H -0.31 -4.39 -2.90
H -2.44 -3.62 -3.80
H -4.37 -3.23 -2.31
H -4.13 -3.66 0.13
H -1.36 -5.50 1.44
H -2.96 -5.04 3.11
H -4.70 -3.49 3.93
H -5.08 -1.19 4.71
H -3.63 0.65 3.90
H -1.86 0.20 2.25

=====

[3]
Molecular formula: C35H32CeN2S5Si
Method: DFT, the ωB97M-V functional and the def2-TZVPD basis

Computed properties:
- highest occupied orbital energy (spin up / spin down) (eV) = -7.38 / -7.38
- HOMO-LUMO gap (spin up / spin down) (eV) = 6.23 / 6.24
- total charge = 0

CARTESIAN COORDINATES (ANGSTROEM)
Ce -0.69 0.94 0.05
S 0.67 1.27 2.57
C 0.70 0.01 3.81
C 1.91 -0.17 4.49
C 2.06 -1.16 5.45
C 1.00 -2.00 5.76
C -0.22 -1.82 5.12
C -0.37 -0.83 4.15
S -1.94 -0.57 3.39
C -2.03 -1.96 2.22
C -3.00 -1.57 1.13
C -3.83 -2.48 0.50
C -4.76 -2.01 -0.42
C -4.89 -0.65 -0.62
C -4.03 0.21 0.05
C -4.17 1.71 -0.05
S -2.79 2.69 0.64
C -0.13 3.01 -1.45
C 0.00 4.23 -0.81
C 1.00 5.19 -1.16
C 2.04 4.77 -1.92
C 2.02 3.44 -2.49
C 0.77 2.78 -2.50
S 2.15 0.36 -0.97
N -3.07 -0.26 0.84
H 2.74 0.47 4.23
H 3.01 -1.28 5.96
H 1.11 -2.78 6.51
H -1.07 -2.44 5.37
H -2.38 -2.86 2.72
H -1.04 -2.16 1.82
H -3.76 -3.54 0.74
H -5.40 -2.70 -0.94
H -5.63 -0.24 -1.29
H -5.07 1.98 0.51
H -4.36 1.99 -1.09
H -0.67 4.47 0.02
H 0.98 6.19 -0.74
H 2.92 5.39 -2.07
H 2.69 3.23 -3.32
S 0.80 -3.57 -1.94
C 1.59 -3.59 -0.40
C 2.58 -4.46 0.06
C 3.08 -4.26 1.33
C 2.60 -3.21 2.13
C 1.62 -2.36 1.67
C 1.10 -2.56 0.39
N 0.09 -1.80 -0.22
C -0.15 -2.22 -1.42
C -1.13 -1.57 -2.31
C -1.54 -2.20 -3.49
C -2.46 -1.57 -4.32
C -2.96 -0.32 -3.97
C -2.53 0.28 -2.79
C -1.62 -0.33 -1.95
H 2.96 -5.26 -0.57
H 3.85 -4.92 1.71
H 3.01 -3.06 3.12
H 1.27 -1.53 2.27
H -1.15 -3.17 -3.76
H -2.78 -2.05 -5.24
H -3.68 0.18 -4.61
H -2.92 1.27 -2.55
C 0.50 1.78 -3.56
Si 2.96 2.24 -0.97
C 2.82 3.21 0.59
C 4.69 2.36 -1.59
H 0.90 2.12 -4.52
H -0.56 1.58 -3.65
H 1.01 0.84 -3.31
H 3.35 4.17 0.51
H 3.27 2.60 1.39
H 1.80 3.41 0.90
H 5.01 3.41 -1.67
H 4.79 1.88 -2.57
H 5.37 1.85 -0.90

=====

[4]
Molecular formula: C35H32ClN2O2
Method: DFT, the ωB97M-V functional and the def2-TZVPD basis

Computed properties:
- highest occupied orbital energy (eV) = -10.07
- HOMO-LUMO gap (eV) = 6.99
- total charge = +1

CARTESIAN COORDINATES (ANGSTROEM)
C 4.70 5.11 -2.42
O 4.74 3.68 -2.65
C 3.54 3.03 -2.66
C 3.53 1.64 -2.43
C 2.33 1.00 -2.18
C 1.12 1.71 -2.06
C -0.01 0.96 -1.43
C -1.46 1.39 -1.39
C -2.44 0.40 -1.56
C -3.77 0.62 -1.22
C -4.13 1.85 -0.64
O -5.47 2.04 -0.28
C -6.26 2.64 -1.26
C -7.22 1.85 -1.91
C -7.83 2.37 -3.05
C -7.56 3.67 -3.47
C -6.66 4.47 -2.76
C -6.00 3.96 -1.64
C -3.18 2.86 -0.49
C -1.87 2.64 -0.93
C 1.12 3.06 -2.43
C 2.30 3.72 -2.73
H 5.75 5.44 -2.41
H 4.15 5.63 -3.23
H 4.22 5.33 -1.45
H 4.48 1.09 -2.43
H 2.33 -0.08 -2.04
H 0.00 -0.08 -1.79
H -2.16 -0.60 -1.90
H -4.55 -0.13 -1.37
H -7.41 0.83 -1.56
H -8.54 1.75 -3.60
H -8.04 4.08 -4.35
H -6.44 5.49 -3.05
H -5.26 4.53 -1.08
H -3.47 3.81 -0.04
H -1.15 3.45 -0.83
H 0.19 3.62 -2.48
H 2.30 4.79 -2.96
C 1.16 -1.13 3.43
N 1.08 -2.49 2.92
C 1.97 -3.07 2.09
H 0.24 0.91 -0.40
C 3.36 -2.62 1.88
C 4.38 -3.00 2.78
C 5.68 -2.52 2.58
Cl 6.93 -3.04 3.63
C 5.99 -1.63 1.55
C 4.96 -1.24 0.67
C 3.66 -1.74 0.82
N 1.37 -4.19 1.59
C 1.86 -4.95 0.46
C 0.21 -4.47 2.36
C 0.02 -3.38 3.19
C -0.76 -3.46 4.34
C -1.14 -4.74 4.77
C -0.95 -5.85 3.93
C -0.37 -5.69 2.66
H 0.65 -1.11 4.40
H 2.20 -0.82 3.50
H 0.65 -0.44 2.74
H 4.14 -3.67 3.60
H 7.01 -1.27 1.46
H 5.22 -0.56 -0.13
H 2.87 -1.42 0.13
H 1.52 -5.99 0.55
H 1.47 -4.52 -0.49
H 2.94 -4.86 0.42
H -1.03 -2.53 4.83
H -1.62 -4.87 5.74
H -1.30 -6.83 4.26
H -0.35 -6.47 1.90

=====

[5]
Molecular formula: C35H32F3MnN2OP2SSe3Te
Method: DFT, the ωB97M-V functional and the def2-TZVPD basis

Computed properties:
- spin multiplicity = 5
- highest occupied orbital energy (spin up / spin down) (eV) = -0.35 / -0.50
- energy above the lowest of the compared OMol25 structures with the same formula, charge and spin (kcal/mol) = 103.90
- HOMO-LUMO gap (spin up / spin down) (eV) = 4.17 / 4.32
- total charge = -2

CARTESIAN COORDINATES (ANGSTROEM)
Mn -2.59 0.63 -2.56
N -3.59 3.01 0.81
C -3.54 2.18 -0.26
O -2.45 1.96 -0.80
C -4.79 1.49 -0.72
C -4.62 0.91 -2.13
H -2.76 3.55 1.02
H -4.48 3.33 1.14
H -5.63 2.20 -0.62
H -4.97 0.70 0.02
H -5.06 1.59 -2.87
H -5.17 -0.03 -2.20
Se -2.58 2.88 -3.62
Se -4.03 3.28 -5.31
Te -5.38 -1.77 -4.50
Se -3.08 -0.58 -4.44
C 0.71 1.89 0.55
P 0.42 0.91 -1.27
C 0.59 -0.87 -0.84
C 0.47 -1.86 -1.81
C 0.49 -3.20 -1.46
C 0.64 -3.59 -0.14
C 0.77 -2.61 0.84
C 0.75 -1.27 0.49
C 2.09 1.40 -1.85
C 3.13 0.50 -2.09
C 4.32 0.92 -2.65
C 4.50 2.26 -2.99
C 3.48 3.16 -2.75
C 2.28 2.73 -2.20
P 1.88 1.97 1.99
C 1.29 0.73 3.21
C 2.18 0.15 4.12
C 1.72 -0.67 5.14
C 0.36 -0.90 5.30
C -0.53 -0.31 4.43
C -0.07 0.50 3.40
C 3.45 1.24 1.37
C 4.39 2.14 0.88
C 5.62 1.71 0.41
C 5.94 0.36 0.44
C 5.02 -0.55 0.93
C 3.78 -0.12 1.38
H -0.30 1.91 0.99
H 0.81 2.88 0.11
H 0.33 -1.58 -2.85
H 0.38 -3.95 -2.24
H 0.63 -4.64 0.13
H 0.86 -2.89 1.89
H 0.82 -0.53 1.26
H 2.99 -0.55 -1.85
H 5.11 0.20 -2.84
H 5.43 2.59 -3.44
H 3.59 4.20 -3.03
H 1.47 3.44 -2.07
H 3.24 0.33 4.02
H 2.44 -1.12 5.82
H 0.01 -1.54 6.10
H -1.60 -0.48 4.54
H -0.80 0.95 2.73
H 4.15 3.20 0.87
H 6.33 2.43 0.01
H 6.91 0.02 0.08
H 5.25 -1.61 0.94
H 3.07 -0.85 1.74
F -2.96 -3.86 2.92
C -3.80 -3.85 1.87
F -5.02 -3.54 2.37
F -3.89 -5.11 1.42
C -3.38 -2.88 0.80
C -2.69 -1.72 1.15
C -2.38 -0.83 0.14
N -2.71 -1.01 -1.14
C -3.34 -2.14 -1.47
C -3.69 -3.10 -0.52
H -2.38 -1.52 2.16
H -1.83 0.07 0.37
H -3.57 -2.29 -2.52
H -4.21 -3.99 -0.85
S 0.32 0.80 -4.35
C -0.58 0.62 -3.03

=====

[6]
Molecular formula: C35H32N4O2PtS2Sb
Method: DFT, the ωB97M-V functional and the def2-TZVPD basis

Computed properties:
- spin multiplicity = 6
- highest occupied orbital energy (spin up / spin down) (eV) = -12.53 / -13.79
- HOMO-LUMO gap (spin up / spin down) (eV) = 7.30 / 5.39
- total charge = +2

CARTESIAN COORDINATES (ANGSTROEM)
Pt 1.15 0.67 0.47
C -3.11 2.51 -1.97
C -2.54 2.41 -0.59
C -3.16 2.98 0.52
C -2.54 2.92 1.76
C -1.31 2.29 1.89
C -0.79 1.73 0.74
N -1.35 1.80 -0.42
Sb 2.35 3.48 2.41
C 2.03 3.80 0.32
C 2.29 5.05 -0.23
C 2.18 5.22 -1.60
C 1.80 4.15 -2.38
C 1.53 2.93 -1.78
C 1.09 1.74 -2.58
N 1.64 2.77 -0.45
C 3.64 1.81 1.93
C 4.90 1.72 2.51
C 5.81 0.79 2.04
C 5.47 0.00 0.96
C 4.20 0.11 0.40
C 3.85 -0.66 -0.84
N 3.30 0.96 0.93
H -4.16 2.24 -1.98
H -2.56 1.87 -2.65
H -3.03 3.54 -2.33
H -4.11 3.49 0.40
H -3.01 3.38 2.62
H -0.81 2.23 2.84
H 2.58 5.87 0.41
H 2.39 6.18 -2.05
H 1.72 4.25 -3.45
H 1.01 1.99 -3.64
H 0.11 1.40 -2.23
H 1.80 0.92 -2.48
H 5.17 2.39 3.31
H 6.79 0.70 2.49
H 6.18 -0.69 0.53
H 4.39 -1.60 -0.88
H 4.15 -0.08 -1.72
H 2.79 -0.87 -0.94
O 1.04 0.44 3.11
N 0.46 -0.68 3.43
C -0.24 -0.71 4.58
C -0.82 -1.89 5.01
C -0.69 -3.05 4.26
C 0.05 -3.01 3.11
C 0.62 -1.81 2.66
S 1.50 -1.73 1.21
H -0.27 0.22 5.11
H -1.37 -1.87 5.94
H -1.15 -3.97 4.60
H 0.21 -3.90 2.50
O 0.07 -1.05 -1.00
S -1.02 -1.29 -2.04
C -2.55 -1.27 -1.12
C -2.53 -1.53 0.24
C -3.72 -1.52 0.94
C -4.92 -1.28 0.28
C -4.92 -1.02 -1.09
C -3.73 -1.01 -1.79
C -0.92 -3.02 -2.45
C 0.04 -3.81 -1.84
C 0.11 -5.16 -2.18
C -0.77 -5.69 -3.12
C -1.71 -4.87 -3.73
C -1.79 -3.53 -3.41
H -1.58 -1.71 0.74
H -3.73 -1.71 2.01
H -5.85 -1.28 0.82
H -5.85 -0.83 -1.60
H -3.72 -0.78 -2.85
H 0.72 -3.38 -1.12
H 0.85 -5.79 -1.72
H -0.71 -6.73 -3.38
H -2.39 -5.28 -4.47
H -2.51 -2.89 -3.90

=====

> Which formula does entry 6 have?

C35H32N4O2PtS2Sb

=====

> What is the total charge in the sixth record?

+2